Below is 11 unconnected molecules or ions with the total composition C56H98Br2ClNO16 at a distorted geometry, with properties calculated with ωB97M-V with the def2-TZVPD basis set.

The geometry in XYZ format:
```
174
Properties=species:S:1:pos:R:3
C -5.80 2.59 0.06
C -5.03 1.90 -0.84
C -4.53 0.45 -0.55
C -5.31 -0.66 -1.11
C -6.60 -0.33 -1.92
C -6.30 0.37 -3.32
C -7.34 1.54 -3.65
C -4.85 -2.06 -0.83
C -5.72 -3.20 -1.43
C -5.58 -3.10 -3.08
C -4.82 -4.38 -3.75
O -6.37 -4.08 -3.83
C -3.61 -2.31 -0.05
C -3.14 -3.79 0.24
O -3.40 -4.08 1.63
C -4.48 -4.91 1.81
C -4.47 -5.84 3.09
O -5.45 -4.97 1.10
C -2.83 -1.16 0.46
C -3.32 0.21 0.22
C -2.48 1.38 0.82
O -3.10 2.33 1.28
C -0.94 1.24 0.83
C -0.05 2.39 0.64
C -0.77 3.75 0.36
C -1.47 3.62 -1.06
O -1.40 4.57 -1.82
C 1.43 2.23 0.70
C 2.32 3.50 0.52
Cl 3.88 3.50 1.44
C 2.47 3.79 -1.03
C 3.76 3.17 -1.70
C 1.91 0.85 0.91
N 3.32 0.53 0.94
C 3.77 0.25 2.13
C 4.76 -0.97 2.27
C 3.39 0.99 3.45
C 1.00 -0.32 1.07
C 1.55 -1.77 1.26
Br 1.63 -2.68 2.98
C 2.03 -2.44 0.17
C 2.64 -3.87 0.21
Br 2.03 -1.57 -1.60
C -0.45 -0.14 1.06
C -1.49 -1.30 1.25
O -1.32 -2.23 2.00
H -5.55 2.47 1.14
H -6.59 3.29 -0.32
H -4.69 2.32 -1.83
H -7.23 -1.23 -2.14
H -7.27 0.39 -1.36
H -5.28 0.84 -3.34
H -6.42 -0.36 -4.17
H -6.78 2.51 -3.67
H -7.80 1.43 -4.67
H -8.15 1.62 -2.88
H -5.32 -4.22 -1.27
H -6.81 -3.08 -1.20
H -5.38 -2.07 -3.55
H -5.00 -5.30 -3.13
H -4.78 -4.48 -4.86
H -2.02 -3.79 0.11
H -3.56 -4.53 -0.48
H -5.41 -6.43 3.16
H -3.54 -6.46 3.17
H -4.48 -5.14 3.99
H -1.54 4.01 1.15
H -0.10 4.63 0.28
H -2.00 2.69 -1.41
H 1.73 4.36 0.94
H 1.52 3.54 -1.58
H 2.57 4.91 -1.13
H 4.63 3.82 -1.44
H 3.91 2.08 -1.51
H 3.61 3.28 -2.82
H 4.56 -1.76 1.50
H 5.83 -0.66 2.28
H 4.49 -1.45 3.25
H 4.16 1.78 3.65
H 3.44 0.29 4.33
H 2.37 1.44 3.46
H 3.57 -3.81 0.85
H 1.99 -4.64 0.69
H 3.01 -4.20 -0.80
C -0.28 -6.90 -4.15
C -1.36 -5.87 -4.41
O -1.43 -4.94 -3.33
H -0.48 -7.44 -3.22
H -0.22 -7.62 -4.97
H 0.70 -6.42 -4.04
H -2.33 -6.35 -4.50
H -1.15 -5.32 -5.34
H -0.57 -4.51 -3.26
C -1.99 -0.17 -5.49
C -3.04 0.90 -5.72
O -3.06 1.81 -4.63
H -2.21 -0.72 -4.56
H -1.97 -0.88 -6.32
H -1.00 0.27 -5.38
H -4.03 0.46 -5.81
H -2.82 1.46 -6.64
H -2.18 2.21 -4.56
C 3.42 -7.84 -1.82
C 4.49 -6.79 -1.65
O 4.57 -6.38 -0.28
H 2.45 -7.46 -1.49
H 3.34 -8.16 -2.86
H 3.64 -8.72 -1.20
H 4.26 -5.90 -2.25
H 5.46 -7.16 -1.96
H 4.79 -7.16 0.24
C 8.23 4.21 1.66
C 8.02 3.42 0.38
O 7.26 2.25 0.64
H 8.74 3.60 2.41
H 8.82 5.11 1.48
H 7.27 4.50 2.09
H 8.98 3.11 -0.04
H 7.50 4.02 -0.37
H 6.41 2.52 1.00
C 6.67 -3.98 5.44
C 5.68 -4.13 4.31
O 6.01 -3.25 3.23
H 6.68 -2.95 5.81
H 6.42 -4.64 6.27
H 7.68 -4.20 5.11
H 4.67 -3.88 4.64
H 5.67 -5.16 3.93
H 6.90 -3.48 2.94
C -1.63 6.52 4.66
C -1.15 7.02 3.32
O -1.46 6.07 2.30
H -1.17 5.57 4.91
H -1.40 7.24 5.45
H -2.72 6.36 4.65
H -0.07 7.16 3.33
H -1.62 7.98 3.06
H -2.42 5.96 2.29
C -3.20 7.76 -1.26
C -2.14 8.83 -1.08
O -2.05 9.21 0.29
H -4.17 8.12 -0.91
H -3.28 7.46 -2.31
H -2.95 6.88 -0.66
H -2.40 9.72 -1.66
H -1.16 8.47 -1.41
H -1.81 8.42 0.80
C 4.03 5.61 5.88
C 3.73 4.16 6.21
O 2.63 3.70 5.45
H 3.16 6.24 6.08
H 4.88 5.98 6.46
H 4.27 5.72 4.81
H 3.48 4.06 7.27
H 4.60 3.53 6.00
H 2.86 3.78 4.52
C 6.65 -10.49 -3.94
C 5.64 -9.57 -4.59
O 5.61 -8.31 -3.92
H 6.40 -10.65 -2.89
H 6.68 -11.46 -4.44
H 7.65 -10.05 -3.97
H 4.64 -10.00 -4.54
H 5.89 -9.40 -5.64
H 6.49 -7.93 -3.98
C -6.39 5.90 1.82
C -5.60 6.61 2.90
O -4.35 7.08 2.38
H -5.82 5.06 1.42
H -7.34 5.53 2.22
H -6.60 6.57 0.99
H -5.37 5.93 3.72
H -6.15 7.46 3.30
H -4.55 7.69 1.66
```

Total charge = 0
Total energy = -9058.98421 Ha
SMILES string = C=Cc1c(CCC)c(C[C@H]2CO2)c(COC(C)=O)c2c1C(=O)c1c(CC=O)c([C@@H](Cl)CC)c(N=C(C)C)c(/C(Br)=C(/C)Br)c1C2=O.CCO.CCO.CCO.CCO.CCO.CCO.CCO.CCO.CCO.CCO
Spin multiplicity = 1
LUMO energy = -0.561 eV

Below is 14 unconnected molecules or ions with the total composition C56H98N14 at a distorted geometry, with properties calculated with ωB97M-V with the def2-TZVPD basis set.

The geometry in XYZ format:
```
168
Properties=species:S:1:pos:R:3
C 7.82 -4.93 9.29
C 7.89 -6.28 10.00
C 6.51 -6.90 10.34
C 5.77 -7.33 9.11
N 5.19 -7.61 8.13
H 7.31 -4.18 9.91
H 7.30 -5.04 8.33
H 8.78 -4.45 9.10
H 8.49 -6.26 10.92
H 8.38 -7.01 9.35
H 5.87 -6.19 10.88
H 6.58 -7.78 10.97
C 12.40 -10.00 8.20
C 12.60 -11.21 7.27
C 11.57 -12.32 7.60
C 10.22 -11.82 7.27
N 9.16 -11.43 7.02
H 13.12 -9.22 7.95
H 12.65 -10.29 9.22
H 11.39 -9.60 8.26
H 13.60 -11.63 7.41
H 12.57 -10.87 6.23
H 11.48 -12.55 8.67
H 11.81 -13.24 7.06
C 3.79 -11.90 0.94
C 3.03 -12.62 2.11
C 3.32 -14.16 2.18
C 3.04 -15.02 0.98
N 2.80 -15.71 0.06
H 4.87 -11.97 1.04
H 3.48 -10.86 0.84
H 3.58 -12.41 0.00
H 1.97 -12.52 1.87
H 3.26 -12.14 3.06
H 2.76 -14.62 2.99
H 4.36 -14.32 2.46
C 8.24 -10.11 11.26
C 7.47 -10.49 9.97
C 5.99 -10.79 10.25
C 5.71 -11.70 11.34
N 5.49 -12.41 12.22
H 9.28 -9.84 11.08
H 8.23 -11.04 11.83
H 7.78 -9.32 11.86
H 7.93 -11.37 9.53
H 7.52 -9.74 9.18
H 5.54 -11.30 9.40
H 5.43 -9.87 10.41
C 4.17 -11.24 6.17
C 5.57 -10.64 5.95
C 6.14 -10.84 4.54
C 6.39 -12.23 4.11
N 6.55 -13.32 3.80
H 3.90 -11.14 7.22
H 4.16 -12.29 5.91
H 3.34 -10.74 5.66
H 6.23 -11.14 6.66
H 5.57 -9.58 6.22
H 7.11 -10.36 4.59
H 5.49 -10.46 3.75
C 5.63 -13.98 7.48
C 6.83 -14.59 8.18
C 6.65 -14.80 9.70
C 5.37 -15.45 10.05
N 4.39 -15.98 10.38
H 4.76 -14.63 7.47
H 5.78 -13.75 6.43
H 5.38 -13.02 7.93
H 7.77 -14.10 7.92
H 7.10 -15.57 7.78
H 6.74 -13.86 10.25
H 7.44 -15.48 10.01
C 10.41 -8.02 5.54
C 8.87 -8.06 5.59
C 8.20 -6.69 5.55
C 8.72 -5.74 4.58
N 9.09 -4.95 3.80
H 10.83 -7.43 6.35
H 10.81 -7.63 4.60
H 10.74 -9.06 5.58
H 8.50 -8.71 6.38
H 8.53 -8.51 4.66
H 8.23 -6.30 6.56
H 7.13 -6.84 5.37
C 9.53 -14.92 5.50
C 9.56 -15.49 4.05
C 8.31 -16.43 3.75
C 8.36 -17.60 4.65
N 8.44 -18.50 5.33
H 9.60 -15.71 6.25
H 8.66 -14.33 5.76
H 10.46 -14.37 5.64
H 10.49 -16.01 3.83
H 9.52 -14.69 3.31
H 8.43 -16.72 2.70
H 7.34 -15.94 3.89
C 5.96 -8.23 -0.93
C 7.31 -7.54 -0.72
C 7.41 -6.94 0.73
C 7.08 -7.94 1.76
N 6.81 -8.68 2.58
H 5.98 -8.68 -1.92
H 5.10 -7.57 -0.83
H 5.74 -9.00 -0.19
H 7.52 -6.79 -1.49
H 8.12 -8.23 -0.94
H 6.67 -6.14 0.76
H 8.32 -6.37 0.93
C 0.72 -13.41 4.95
C 0.62 -12.34 6.03
C -0.65 -12.33 6.85
C -1.83 -12.13 6.01
N -2.81 -12.05 5.40
H 0.11 -13.15 4.08
H 0.57 -14.42 5.33
H 1.73 -13.42 4.53
H 0.87 -11.37 5.58
H 1.46 -12.62 6.66
H -0.62 -11.51 7.57
H -0.78 -13.26 7.40
C 2.40 -8.17 2.43
C 3.55 -7.77 3.33
C 3.14 -7.06 4.63
C 2.20 -7.82 5.46
N 1.47 -8.42 6.14
H 1.77 -7.30 2.24
H 1.82 -8.96 2.91
H 2.72 -8.49 1.44
H 4.09 -7.02 2.75
H 4.15 -8.66 3.51
H 2.55 -6.20 4.30
H 4.03 -6.84 5.20
C 9.43 -11.70 3.51
C 10.93 -11.87 3.35
C 11.47 -11.25 2.05
C 10.89 -9.96 1.67
N 10.45 -8.96 1.38
H 8.96 -12.07 2.60
H 9.23 -10.64 3.65
H 9.03 -12.31 4.31
H 11.24 -12.92 3.32
H 11.44 -11.45 4.21
H 11.26 -11.97 1.26
H 12.55 -11.12 2.05
C 2.25 -11.03 12.86
C 2.03 -12.57 13.05
C 1.83 -13.35 11.70
C 2.57 -12.82 10.52
N 3.17 -12.41 9.59
H 1.37 -10.50 12.49
H 3.13 -10.88 12.25
H 2.39 -10.44 13.77
H 1.23 -12.78 13.76
H 2.91 -12.87 13.62
H 0.76 -13.26 11.48
H 2.04 -14.39 11.96
C 1.34 -7.79 10.46
C 2.01 -8.79 9.57
C 0.98 -9.67 8.82
C 0.11 -10.43 9.73
N -0.55 -11.06 10.46
H 0.87 -8.24 11.34
H 0.56 -7.31 9.87
H 2.12 -7.12 10.83
H 2.68 -9.42 10.16
H 2.64 -8.24 8.88
H 1.37 -10.43 8.15
H 0.29 -9.06 8.24
```

Total charge = 0
Total energy = -2959.05770 Ha
ΔE to the lowest compared entry with this formula, charge and spin = 51.0 kcal/mol
Spin multiplicity = 1
LUMO energy = -0.011 eV